<i>
Below is a single C20H31N3O2 molecule, with properties calculated with ωB97M-V with the def2-TZVPD basis set.

```
56
Properties=species:S:1:pos:R:3:lowdin_charge:R:1
C 2.74 2.29 2.10 -0.0754
H 1.65 2.34 2.09 0.0640
H 3.11 2.29 1.08 0.0818
H 3.11 3.19 2.60 0.0776
C 3.23 1.05 2.85 -0.4272
C 4.75 1.07 2.96 -0.0814
H 5.11 0.20 3.51 0.0762
H 5.08 1.97 3.48 0.0751
H 5.20 1.06 1.97 0.0808
C 2.78 -0.24 2.15 -0.1299
H 3.22 -1.10 2.68 0.1234
H 3.17 -0.27 1.13 0.1293
C 1.27 -0.45 2.12 -0.2067
N 0.65 0.27 1.02 0.1275
C -0.63 0.67 1.04 -0.4586
O -1.35 0.48 2.01 0.0532
C -1.14 1.33 -0.23 -0.2293
C -0.22 2.40 -0.80 -0.1533
C -0.85 3.01 -2.06 -0.1693
C -1.11 1.93 -3.11 -0.3913
C -1.73 2.54 -4.37 -0.0748
H -1.08 3.30 -4.79 0.0754
H -1.90 1.78 -5.12 0.0754
H -2.69 3.00 -4.13 0.0804
C -2.01 0.84 -2.53 -0.1646
C -1.40 0.24 -1.27 -0.1486
H -0.47 -0.27 -1.52 0.1196
H -2.08 -0.51 -0.85 0.1114
H -2.17 0.06 -3.27 0.1137
H -2.98 1.28 -2.29 0.1261
H -0.15 1.48 -3.39 0.1434
H -0.19 3.77 -2.46 0.1172
H -1.80 3.48 -1.79 0.1244
H 0.75 1.97 -1.07 0.1126
H -0.04 3.18 -0.06 0.1212
H -2.10 1.79 0.04 0.1573
H 1.19 0.35 0.18 0.1405
C 0.91 -1.94 1.94 -0.4497
O 1.72 -2.78 1.57 0.0627
N -0.38 -2.20 2.21 0.0957
H -0.99 -1.42 2.41 0.1150
C -0.99 -3.47 1.89 -0.1053
C -1.58 -3.42 0.50 -0.2699
N -2.90 -3.31 0.40 0.1117
C -3.44 -3.21 -0.80 -0.1512
C -2.70 -3.22 -1.97 -0.0784
C -1.33 -3.33 -1.88 -0.0746
C -0.75 -3.43 -0.62 -0.0182
H 0.32 -3.52 -0.50 0.1089
H -0.71 -3.34 -2.77 0.1073
H -3.19 -3.13 -2.93 0.0993
H -4.52 -3.13 -0.81 0.1040
H -1.79 -3.68 2.61 0.1227
H -0.22 -4.23 1.94 0.1254
H 0.81 -0.09 3.05 0.1596
H 2.80 1.06 3.86 0.1375
```

The calculation puts the HOMO energy at -9.3 eV. Its spin multiplicity is 1. As for the LUMO energy: 0.70 eV.

---

<ii>
Below is a single C20H31N3O2 molecule, with properties calculated with ωB97M-V with the def2-TZVPD basis set.

```
56
Properties=species:S:1:pos:R:3:lowdin_charge:R:1
C 1.01 0.89 4.05 -0.1067
H 0.83 1.96 4.16 0.0729
C 0.67 0.15 5.34 -0.2658
C 1.11 -1.31 5.33 -0.2221
C 0.51 -2.15 4.20 -0.2193
C -1.01 -2.28 4.29 -0.2006
C -1.61 -3.15 3.18 -0.1970
H -0.98 -4.03 3.02 0.1053
H -2.59 -3.51 3.51 0.1082
C -1.81 -2.40 1.86 -0.1525
C -0.54 -2.06 1.15 -0.3561
N -0.27 -0.82 1.05 0.1021
N 0.86 -0.40 0.43 0.0597
C 1.09 0.91 0.19 -0.4901
O 0.40 1.83 0.55 0.0800
C 2.36 1.10 -0.66 0.0000
C 2.14 0.35 -1.96 -0.5017
O 2.33 -0.85 -2.04 0.0478
N 1.68 1.11 -2.97 0.0785
H 1.36 2.04 -2.76 0.1491
C 1.20 0.52 -4.21 -0.1606
H 1.87 -0.31 -4.45 0.1216
H 1.27 1.29 -4.98 0.1211
C -0.24 0.00 -4.08 -0.1275
C -1.14 1.07 -3.52 -0.2497
C -1.48 1.07 -2.17 -0.0461
C -2.24 2.09 -1.63 -0.0711
C -2.66 3.14 -2.43 -0.0892
C -2.33 3.15 -3.78 -0.0878
C -1.57 2.12 -4.32 -0.0531
H -1.31 2.14 -5.37 0.1112
H -2.67 3.96 -4.41 0.1002
H -3.25 3.94 -2.01 0.1002
H -2.48 2.08 -0.58 0.1074
H -1.16 0.25 -1.54 0.1017
H -0.59 -0.31 -5.07 0.1176
H -0.24 -0.86 -3.42 0.1125
H 2.52 2.17 -0.82 0.1243
H 3.21 0.67 -0.13 0.1308
H 1.48 -1.08 -0.02 0.1209
C 0.30 -3.18 0.61 -0.0136
H 1.24 -3.26 1.16 0.0891
H -0.23 -4.12 0.69 0.0799
H 0.54 -3.01 -0.44 0.0822
H -2.36 -1.48 2.05 0.1162
H -2.41 -3.03 1.19 0.1166
H -1.47 -1.30 4.24 0.1090
H -1.26 -2.72 5.26 0.1148
H 0.96 -3.15 4.23 0.1148
H 0.78 -1.70 3.25 0.0811
H 0.84 -1.76 6.29 0.1065
H 2.20 -1.35 5.25 0.1076
H -0.40 0.22 5.52 0.0974
H 1.18 0.65 6.18 0.1020
H 2.07 0.76 3.80 0.0763
H 0.41 0.54 3.22 0.0442
```

The calculation puts the HOMO energy at -9.0 eV. Its spin multiplicity is 1. As for the LUMO energy: 0.78 eV.

---

Which structure is the most stable? The one labeled <i>.

---

<i>
Below is 3 unconnected molecules or ions with the total composition C9H24O9S3, with properties calculated with ωB97M-V with the def2-TZVPD basis set.

```
45
Properties=species:S:1:pos:R:3:lowdin_charge:R:1
O -1.43 0.29 2.80 -0.2940
S -2.54 0.47 1.83 0.7233
O -2.69 1.75 1.13 -0.3004
O -2.55 -0.67 0.59 -0.2896
C -1.91 -1.89 0.64 -0.2971
C -2.74 -3.07 0.11 -0.0547
C -4.23 0.09 2.56 -0.0974
H -1.49 -2.01 1.64 0.1166
H -1.03 -1.74 0.01 0.1006
H -3.22 -2.87 -0.85 0.0699
H -3.58 -3.46 0.68 0.0690
H -2.12 -3.95 -0.07 0.0762
H -4.23 0.42 3.60 0.0584
H -4.41 -0.98 2.64 0.0566
H -5.11 0.56 2.13 0.0687
O 1.43 2.57 -2.88 -0.3323
S 0.11 1.89 -2.58 0.7288
O -1.13 2.65 -2.81 -0.3067
O 0.22 0.43 -3.40 -0.3098
C -1.00 -0.40 -3.56 -0.1933
C -0.67 -1.96 -3.40 -0.0513
C 0.09 1.22 -0.83 -0.0717
H -1.50 -0.08 -4.47 0.1174
H -1.59 -0.15 -2.67 0.0868
H -0.08 -2.34 -4.24 0.0666
H -1.55 -2.57 -3.22 0.0643
H -0.03 -2.20 -2.55 0.0579
H 1.06 0.79 -0.58 0.0212
H -0.67 0.46 -0.67 0.0373
H -0.11 2.08 -0.17 0.0649
O 1.70 2.75 1.58 -0.2758
S 2.25 1.65 2.30 0.6568
O 1.37 1.12 3.32 -0.2910
O 2.56 0.44 1.23 -0.2729
C 3.39 0.70 0.16 -0.3252
C 3.26 -0.56 -0.70 -0.0446
C 3.92 2.11 3.16 -0.0683
H 4.41 0.85 0.53 0.1082
H 3.22 1.69 -0.26 0.1211
H 3.89 -1.40 -0.39 0.0768
H 3.72 -0.44 -1.68 0.0887
H 2.24 -0.94 -0.61 0.0727
H 3.81 3.04 3.71 0.0621
H 4.63 2.26 2.36 0.0425
H 4.32 1.39 3.88 0.0626
```

The calculation puts the HOMO energy at -10.8 eV. Its spin multiplicity is 1. As for the LUMO energy: 0.39 eV.

---

<ii>
Below is 3 unconnected molecules or ions with the total composition C9H24O9S3, with properties calculated with ωB97M-V with the def2-TZVPD basis set.

```
45
Properties=species:S:1:pos:R:3:lowdin_charge:R:1
O -0.97 0.31 1.79 -0.1944
S 0.08 0.32 2.63 0.4994
O 1.39 -0.12 2.26 -0.2911
O 0.31 1.89 2.95 -0.2638
C 0.95 2.64 1.95 -0.2374
C 1.47 4.00 2.51 -0.0333
C -0.25 -0.35 4.21 -0.1616
H 0.23 2.86 1.23 0.0960
H 1.73 1.96 1.74 0.0843
H 0.74 4.31 3.21 0.0598
H 1.31 4.80 1.83 0.0569
H 2.52 4.21 2.82 0.0879
H -0.56 -1.36 3.99 0.0499
H -1.01 0.30 4.98 0.1444
H 0.72 -0.12 4.98 0.1497
O 3.38 0.06 -2.60 -0.2974
S 2.92 0.35 -1.26 0.6702
O 3.45 1.50 -0.50 -0.2985
O 1.23 0.48 -1.26 -0.2481
C 0.75 1.62 -1.92 -0.3922
C -0.61 1.91 -1.63 -0.0941
C 3.14 -1.16 -0.49 -0.1312
H 0.95 1.49 -2.95 0.0983
H 1.42 2.65 -1.81 0.1773
H -0.75 3.00 -1.78 0.0959
H -0.73 1.37 -0.71 0.0589
H -1.45 1.51 -2.40 0.1292
H 2.41 -1.92 -0.75 0.0657
H 2.87 -0.97 0.54 0.0429
H 4.24 -1.20 -0.66 0.1014
O -3.97 -1.37 -1.09 -0.2901
S -3.24 -1.83 -2.26 0.6184
O -2.64 -0.81 -3.15 -0.3059
O -2.01 -2.65 -1.56 -0.2352
C -1.18 -1.93 -0.69 -0.2656
C -0.14 -2.88 -0.16 -0.0247
C -4.07 -3.01 -3.14 -0.1662
H -1.61 -1.39 0.03 0.0677
H -1.04 -1.07 -1.11 0.0399
H 0.49 -3.35 -0.75 0.0051
H -0.54 -3.84 0.36 0.1269
H 0.61 -2.56 0.55 0.0666
H -4.84 -2.42 -3.80 0.1369
H -4.56 -3.78 -2.51 0.0910
H -3.13 -3.46 -3.65 0.1100
```

The calculation puts the HOMO energy at -10.0 eV. Its spin multiplicity is 1. As for the LUMO energy: 0.30 eV.

---

Which structure is the most stable? The one labeled <i>.